1.
Entry from the Open Molecules 2025 dataset: C42H35HgN6O7 as an isolated structure (ωB97M-V/def2-TZVPD).

HOMO (alpha / beta): -0.09 / -2.08 eV
relative energy (zero: lowest compared OMol25 entry of this formula, charge and spin): 0.0 kcal per mole
spin multiplicity: 2
molecular weight: 936.367 u
electronic energy: -71569.6120 eV
frontier orbital gap (alpha / beta): 0.1570 / 0.2301 Ha
maximum force: 0.56 eV/A
total charge: -2

Last column: Löwdin charge in e.
Cartesian coordinates (Å):
Hg  -0.79804  -0.60136  0.89646  1.2267
C  -2.73844  -2.10397  4.58195  -0.0947
O  -1.79066  -3.07170  4.99863  -0.1046
C  -0.54889  -3.11840  4.39633  -0.2261
C  0.47871  -3.57163  5.20919  -0.0461
C  1.78405  -3.67461  4.74068  -0.1322
C  2.05449  -3.32885  3.42650  -0.0690
C  1.03137  -2.89942  2.59409  -0.1710
C  1.27743  -2.58305  1.17314  -0.1653
N  2.21751  -1.80232  0.81774  0.0516
N  2.41257  -1.65155  -0.54155  0.0486
C  1.65992  -0.79554  -1.14798  -0.4924
O  0.64848  -0.12083  -0.72355  -0.1865
C  2.02494  -0.54352  -2.58867  -0.1358
C  1.11253  0.09871  -3.41887  -0.0309
C  1.41710  0.33872  -4.75165  -0.0939
C  2.64483  -0.04950  -5.26652  -0.1229
C  3.56644  -0.67918  -4.43753  -0.1114
C  3.25770  -0.92736  -3.10984  -0.0444
C  -0.29494  -2.75241  3.05333  -0.3465
O  -1.24177  -2.28687  2.26933  -0.2112
H  -3.53147  -2.14425  5.33229  0.0796
H  -2.30556  -1.10169  4.56067  0.0741
H  -3.13919  -2.31890  3.59426  0.0782
H  0.22942  -3.82260  6.23418  0.1014
H  2.57501  -4.00824  5.40095  0.0809
H  3.05824  -3.38142  3.02432  0.1031
H  0.61639  -3.03976  0.42640  0.1215
H  0.16341  0.40100  -2.99880  0.1061
H  0.69064  0.83075  -5.38668  0.0969
H  2.88697  0.14178  -6.30576  0.0837
H  4.53366  -0.97506  -4.82961  0.0852
H  3.95995  -1.41739  -2.44868  0.0973
O  -4.36184  -0.75139  -3.87128  0.0121
C  -3.29230  -1.46114  -4.27799  -0.2867
C  -3.23159  -1.81159  -5.62871  -0.0425
C  -2.15475  -2.52277  -6.12379  -0.1144
C  -1.11496  -2.90659  -5.28492  -0.1039
C  -1.18209  -2.57754  -3.94243  -0.0310
C  -2.25374  -1.86319  -3.41379  -0.0709
C  -2.20039  -1.55033  -1.93883  -0.4555
O  -1.32346  -2.06017  -1.23909  -0.0298
N  -3.14867  -0.66435  -1.53245  0.0150
N  -2.97185  -0.22655  -0.26615  -0.0279
C  -3.92329  0.44132  0.26851  -0.1094
C  -3.74875  1.04478  1.59667  -0.2732
C  -4.76121  1.80783  2.17623  -0.0411
C  -4.52182  2.38863  3.41029  -0.0880
C  -3.28895  2.20541  4.01632  -0.0641
C  -2.33302  1.43770  3.36009  -0.1207
N  -2.57038  0.86203  2.19097  0.0922
H  -4.20858  -0.55522  -2.89242  0.0678
H  -4.04499  -1.49919  -6.27129  0.1022
H  -2.12240  -2.77278  -7.17871  0.0890
H  -0.26067  -3.44446  -5.67327  0.0914
H  -0.39246  -2.85394  -3.25558  0.1174
H  -4.86118  0.59108  -0.26782  0.1144
H  -5.70271  1.94132  1.65984  0.1008
H  -5.28739  2.98955  3.88777  0.0962
H  -3.05550  2.65742  4.97051  0.0962
H  -1.33777  1.29513  3.76065  0.0998
C  -1.25205  2.67350  -1.13341  -0.0708
O  -0.36632  3.77702  -0.95458  -0.1087
C  0.83618  3.61377  -1.61156  -0.2476
C  0.96662  4.03500  -2.91751  -0.0355
C  2.18082  3.91477  -3.58970  -0.1272
C  3.25773  3.35657  -2.92022  -0.1168
C  3.13845  2.93512  -1.60430  -0.0276
C  1.92507  3.05458  -0.91275  -0.1818
N  1.76897  2.67741  0.39516  0.0845
C  2.80593  2.39657  1.24920  -0.0531
C  2.63967  1.65755  2.43683  -0.1668
C  3.73274  1.50115  3.31624  -0.0845
C  3.66819  0.70206  4.44099  -0.1464
C  2.48292  0.02173  4.72468  -0.1242
C  1.38145  0.17107  3.89407  -0.0455
C  1.39874  0.99549  2.75755  -0.3688
O  0.34867  1.14186  1.99517  -0.2217
H  -1.59055  2.61308  -2.17324  0.0907
H  -2.10566  2.84482  -0.48013  0.0807
H  -0.76500  1.72988  -0.87268  0.0560
H  0.09740  4.46290  -3.40330  0.1104
H  2.26919  4.22643  -4.62220  0.0834
H  4.20087  3.21656  -3.43444  0.0918
H  3.97081  2.44892  -1.11583  0.0987
H  0.87195  2.31526  0.73390  0.1058
H  3.77410  2.80930  1.00094  0.0976
H  4.66061  2.00744  3.06451  0.0913
H  4.53747  0.58399  5.07737  0.0749
H  2.42505  -0.65229  5.57058  0.0833
H  0.48387  -0.41213  4.07456  0.0930

2.
Entry from the Open Molecules 2025 dataset: an isolated ion of composition C2H7NS and charge -1 at a distorted geometry (ωB97M-V/def2-TZVPD).

HOMO (alpha / beta): 0.92 / -3.80 eV
relative energy (zero: lowest compared OMol25 entry of this formula, charge and spin): 37.4 kcal per mole
spin multiplicity: 2
molecular weight: 77.152 u
electronic energy: -14510.1277 eV
frontier orbital gap (alpha / beta): 0.1140 / 0.2876 Ha
maximum force: 3.68 eV/A
total charge: -1

Last column: Löwdin charge in e.
Cartesian coordinates (Å):
C  -0.35965  -1.31035  1.34928  -0.4601
S  -1.12290  -0.96034  -0.55435  0.3574
H  -0.61181  -0.34110  1.85237  -0.0580
H  -0.83621  -2.17912  1.89885  -0.0376
H  0.65614  -1.34420  1.27897  -0.0998
C  -0.07314  0.44238  -1.23437  -0.7167
N  0.86629  1.16359  -0.47135  -0.1026
H  0.44768  -0.17594  -2.00413  0.0239
H  -0.63665  1.24359  -1.70875  0.0312
H  1.12671  2.07777  -0.85286  0.0498
H  0.54354  1.38371  0.44635  0.0126

3.
Entry from the Open Molecules 2025 dataset: one molecule with the formula C18H19NO2 (ωB97M-V/def2-TZVPD).

HOMO: -8.32 eV
relative energy (zero: lowest compared OMol25 entry of this formula, charge and spin): 12.7 kcal per mole
SMILES: C[C@H](Oc1ccccc1)C(=O)N1CCc2ccccc2C1
molecular weight: 281.355 u
electronic energy: -24560.0098 eV
frontier orbital gap: 0.3360 Ha
maximum force: 0.53 eV/A

Last column: Löwdin charge in e.
Cartesian coordinates (Å):
C  -3.77950  -1.20698  -0.41420  -0.0145
C  -2.63909  -0.34083  -0.94661  -0.2656
O  -1.50127  -1.11562  -1.29771  -0.0376
C  -0.61592  -1.55002  -0.35185  -0.2588
C  0.51572  -2.18682  -0.86328  -0.0156
C  1.51091  -2.63043  -0.01952  -0.0825
C  1.39523  -2.45267  1.34973  -0.0974
C  0.26635  -1.84118  1.85959  -0.0799
C  -0.74177  -1.39143  1.02211  -0.0215
C  -2.34224  0.82521  0.01533  -0.4289
O  -3.06600  1.03927  0.97222  0.0620
N  -1.29388  1.62243  -0.27366  -0.0298
C  -0.83505  2.56834  0.72429  -0.1190
C  0.38229  1.97934  1.43670  -0.0996
C  1.37022  1.39563  0.46233  -0.1684
C  2.64408  1.04798  0.89593  -0.0375
C  3.56371  0.49257  0.02821  -0.0862
C  3.21959  0.28003  -1.29628  -0.0888
C  1.95372  0.61400  -1.73597  -0.0476
C  1.02243  1.16272  -0.86467  -0.1525
C  -0.35903  1.50905  -1.36679  -0.0837
H  -4.04792  -1.95102  -1.15979  0.0865
H  -4.63796  -0.57824  -0.19838  0.0868
H  -3.48542  -1.71590  0.49921  0.0808
H  -2.95675  0.10022  -1.90335  0.1619
H  0.59305  -2.31247  -1.93190  0.1214
H  2.38446  -3.11238  -0.43230  0.1065
H  2.17717  -2.79198  2.01168  0.1000
H  0.15920  -1.70735  2.92645  0.1076
H  -1.60788  -0.91871  1.45510  0.1065
H  -0.57300  3.50465  0.22263  0.1328
H  -1.65000  2.74916  1.42632  0.1226
H  0.05018  1.18158  2.10794  0.1167
H  0.86525  2.74533  2.04673  0.1225
H  2.91021  1.21778  1.92938  0.1148
H  4.54824  0.22645  0.38275  0.1014
H  3.93387  -0.15068  -1.98174  0.1020
H  1.67497  0.44272  -2.76579  0.1176
H  -0.32130  2.48338  -1.87865  0.1404
H  -0.68689  0.76686  -2.09219  0.1248

4.
Entry from the Open Molecules 2025 dataset: one molecule with the formula C3H4N2O3 at a distorted geometry (ωB97M-V/def2-TZVPD).

HOMO: -7.67 eV
relative energy (zero: lowest compared OMol25 entry of this formula, charge and spin): 56.7 kcal per mole
SMILES: [H]/N=c1/[nH]c(O)c(O)o1
molecular weight: 116.076 u
electronic energy: -12296.5350 eV
frontier orbital gap: 0.2905 Ha
maximum force: 3.31 eV/A

Last column: Löwdin charge in e.
Cartesian coordinates (Å):
H  3.12339  0.91430  0.08891  0.0851
N  2.68533  -0.04133  0.17063  0.1269
C  1.47535  0.00226  -0.19414  -0.3744
N  0.48395  -1.09655  -0.32124  0.1378
C  -0.79705  -0.53328  -0.26731  -0.3043
O  -1.99770  -1.17894  -0.01497  0.0730
C  -0.59973  0.79678  -0.06911  -0.3457
O  -1.42864  1.84792  -0.00286  0.1160
O  0.68938  1.17639  -0.22512  0.1096
H  0.57549  -2.01727  0.08905  0.1441
H  -1.84055  -1.47005  0.86792  0.0916
H  -2.36923  1.59976  -0.12176  0.1404

5.
Entry from the Open Molecules 2025 dataset: C33H14Cl84FN3O2S as an isolated structure at a distorted geometry (ωB97M-V/def2-TZVPD).

HOMO: -8.47 eV
molecular weight: 3513.611 u
electronic energy: -1108443.8921 eV
frontier orbital gap: 0.2833 Ha
maximum force: 1.64 eV/A

Last column: Löwdin charge in e.
Cartesian coordinates (Å):
C  1.83219  1.47311  -0.56084  -0.0742
C  1.86095  1.06253  0.91636  -0.1625
C  1.04964  1.97464  1.80913  -0.2793
F  1.44686  1.73509  3.13695  -0.0696
C  -0.45037  1.83472  1.71500  -0.0836
C  -1.10336  2.93778  1.24263  0.0382
C  -2.51078  2.90471  1.15744  -0.3479
N  -3.31073  3.89893  0.75477  -0.2159
S  -4.82930  3.40904  0.85716  0.9086
N  -4.58856  1.88399  1.42174  -0.1971
C  -3.28082  1.77521  1.53732  -0.3510
C  -2.56493  0.62816  2.03228  -0.2100
N  -3.35091  -0.46908  2.41900  0.1326
C  -1.19527  0.65232  2.10287  -0.0908
C  -0.50381  -0.60807  2.61471  -0.0950
C  -0.28315  -1.73124  1.54391  -0.0850
C  -0.91837  -1.46156  0.20795  -0.5195
O  -0.29877  -0.94586  -0.68836  0.0713
O  -2.21530  -1.79582  0.03831  -0.0037
H  1.67182  2.54279  -0.70682  0.0795
H  1.09543  0.91742  -1.13320  0.0154
H  2.80241  1.24553  -1.00493  0.0576
H  1.58558  0.01570  0.99817  0.0871
H  2.89576  1.14520  1.25712  0.1180
H  1.30879  3.01158  1.59823  0.1400
H  -0.53820  3.81882  0.97914  0.1236
H  -3.08742  -0.85031  3.31679  0.0922
H  -4.32970  -0.21131  2.42485  0.0790
H  -1.16767  -1.01813  3.37301  0.0979
H  0.42521  -0.36402  3.12052  0.0892
H  -0.62244  -2.69566  1.92136  0.0967
H  0.78116  -1.78070  1.33086  0.1032
H  -2.67420  -1.02414  -0.32237  0.0371
C  -8.53867  2.25805  2.32332  -1.9861
Cl  -7.63424  2.53738  0.83250  0.4732
Cl  -7.86428  0.84446  3.15137  0.4933
Cl  -8.39960  3.67231  3.37008  0.5402
Cl  -10.23899  1.97333  1.91547  0.4991
C  4.16276  0.92623  5.59252  -2.0136
Cl  3.27625  -0.34614  4.75631  0.5142
Cl  3.13373  2.34938  5.75597  0.5320
Cl  4.65460  0.35943  7.19369  0.5417
Cl  5.59038  1.32476  4.63325  0.4534
C  -7.28281  1.36468  -3.14870  -2.0273
Cl  -6.48160  -0.19516  -2.96055  0.5066
Cl  -6.53650  2.51756  -2.03502  0.4782
Cl  -7.09843  1.94467  -4.80591  0.5393
Cl  -8.99816  1.19447  -2.76883  0.5237
C  -2.48440  0.38411  -3.23260  -1.9728
Cl  -3.38947  0.88415  -1.79032  0.5690
Cl  -3.30581  0.99292  -4.67704  0.5190
Cl  -0.85103  1.04261  -3.15829  0.5654
Cl  -2.43077  -1.37626  -3.29321  0.5365
C  -3.48322  -5.54845  0.63363  -2.0333
Cl  -2.47906  -5.32148  -0.80409  0.5231
Cl  -2.85786  -6.90409  1.57924  0.4950
Cl  -3.45441  -4.07666  1.60208  0.5615
Cl  -5.14788  -5.89393  0.14471  0.5168
C  0.43184  2.43816  -6.82530  -2.0461
Cl  -0.13285  0.95787  -7.60817  0.5273
Cl  -0.89413  3.15677  -5.91022  0.5015
Cl  1.76113  2.05093  -5.72434  0.5117
Cl  1.00500  3.57448  -8.05027  0.4975
C  5.37585  5.78225  4.55121  -2.0482
Cl  4.50733  4.49435  3.71370  0.4919
Cl  4.32558  7.19419  4.71471  0.5283
Cl  5.85341  5.21615  6.15556  0.5127
Cl  6.81829  6.22169  3.62915  0.5227
C  8.26673  -1.24370  2.11531  -2.0412
Cl  9.41876  -0.02903  2.67714  0.5139
Cl  9.01508  -2.84352  2.18219  0.5322
Cl  6.82280  -1.21096  3.13255  0.4991
Cl  7.78346  -0.88103  0.45388  0.4961
C  -11.67433  -2.35135  -1.86394  -2.0435
Cl  -10.67330  -3.67599  -1.24321  0.4953
Cl  -11.47695  -0.91472  -0.85437  0.4998
Cl  -11.17207  -1.97468  -3.51468  0.5231
Cl  -13.36792  -2.84908  -1.85960  0.5344
C  -4.26533  -10.67450  2.69813  -2.0399
Cl  -5.39611  -10.74254  4.05212  0.4903
Cl  -2.79849  -9.82756  3.21572  0.4978
Cl  -3.84404  -12.31222  2.18620  0.5303
Cl  -5.01019  -9.80977  1.35182  0.5172
C  6.75868  0.50131  -3.27889  -2.0396
Cl  7.83396  -0.83067  -2.84003  0.5134
Cl  7.06438  1.87638  -2.21440  0.5182
Cl  7.05387  0.96966  -4.95883  0.5011
Cl  5.07953  -0.01766  -3.10223  0.5316
C  10.08971  2.93958  5.45744  -2.0498
Cl  10.94947  3.16061  3.92714  0.5159
Cl  10.77398  1.55864  6.32051  0.5288
Cl  10.25683  4.39633  6.44259  0.5283
Cl  8.38142  2.64191  5.13342  0.4685
C  8.96718  5.36988  -4.29243  -2.0426
Cl  8.32700  3.87855  -4.98812  0.4627
Cl  7.78625  6.03811  -3.15905  0.5268
Cl  10.47182  5.02462  -3.43704  0.5156
Cl  9.27706  6.54064  -5.57976  0.5236
C  -11.15880  2.14920  6.52890  -2.0402
Cl  -12.16556  3.54590  6.92665  0.5282
Cl  -11.81263  0.70626  7.31280  0.5240
Cl  -11.13819  1.91225  4.77890  0.4725
Cl  -9.50863  2.43076  7.09626  0.5215
C  -4.35134  -4.62347  -4.79411  -2.0387
Cl  -5.36103  -3.20311  -4.50152  0.5052
Cl  -4.99836  -5.99876  -3.89427  0.5224
Cl  -4.33958  -4.99704  -6.51887  0.5370
Cl  -2.70029  -4.29474  -4.25286  0.4868
C  12.75716  3.04686  -6.19900  -2.0428
Cl  13.58389  3.59545  -4.73693  0.5212
Cl  13.80851  1.91511  -7.06750  0.5003
Cl  11.25279  2.23105  -5.76812  0.5086
Cl  12.39591  4.43836  -7.22325  0.5151
C  11.54823  2.51165  -11.30453  -2.0514
Cl  10.57827  1.21661  -12.01584  0.5227
Cl  10.52441  3.92413  -11.01797  0.5165
Cl  12.23416  1.96831  -9.77123  0.4850
Cl  12.85375  2.94610  -12.41279  0.5251
C  2.20295  -4.34161  5.50310  -2.0489
Cl  1.09863  -4.44996  6.87605  0.5308
Cl  3.72131  -3.60662  6.01732  0.5159
Cl  2.51374  -5.95793  4.86543  0.5318
Cl  1.46519  -3.34422  4.23540  0.5182
C  4.47156  5.47514  -9.71208  -2.0567
Cl  5.49190  5.69042  -11.13705  0.5248
Cl  5.02599  4.07285  -8.79262  0.5177
Cl  4.56036  6.91794  -8.69786  0.5253
Cl  2.79841  5.21601  -10.22067  0.4979
C  -10.88190  -2.63721  3.44524  -2.0244
Cl  -9.80952  -1.23301  3.50553  0.4603
Cl  -12.48658  -2.17597  4.03065  0.5251
Cl  -10.99614  -3.19456  1.77378  0.4880
Cl  -10.23131  -3.93031  4.46186  0.5279
C  -5.89745  -8.50589  7.53255  -2.0515
Cl  -6.72054  -9.84826  6.72979  0.4918
Cl  -6.96798  -7.10209  7.57478  0.5250
Cl  -5.47503  -8.97666  9.18098  0.5288
Cl  -4.42931  -8.10261  6.63684  0.5164